(1)
33
Properties=species:S:1:pos:R:3:forces:R:3 method="wB97M-V/def2-TZVPD" orbital_gap_ha="0.182 / 0.182" charge=-1 e_above_lowest_kj_mol=830.6
Ni -0.73140 -0.12043 0.00851 -5.10 1.95 -0.03
N 0.75581 -0.67159 0.01250 -8.84 -0.09 -0.12
C 2.35425 1.03136 0.01176 3.26 19.07 -0.14
C 3.68669 1.56662 0.00830 0.06 -2.59 0.00
C 4.08385 2.87820 -0.00217 -0.60 0.81 0.00
C 3.14638 3.89444 -0.00841 0.08 -0.28 0.00
C 1.77939 3.53478 -0.00418 0.61 -0.25 0.00
C 0.77763 4.52951 -0.00520 -0.37 -0.09 0.00
C -0.53883 4.18365 -0.00171 0.22 0.38 0.00
C -0.88781 2.82804 0.00332 0.09 -0.52 0.01
N -0.00658 1.84842 0.00726 1.12 0.70 -0.02
C 1.38754 2.17483 0.00334 -2.42 -1.84 0.02
H 1.99137 -0.28700 1.29631 0.52 0.59 3.68
H 2.02234 -0.31471 -1.25155 0.58 0.49 -3.68
H 4.41435 0.76334 0.00862 0.33 0.19 0.01
H 5.14106 3.11033 -0.00472 0.02 -0.07 0.00
H 3.42733 4.93868 -0.01690 -0.01 0.02 0.00
H 1.08825 5.56709 -0.00822 -0.01 0.02 0.00
H -1.31829 4.93283 -0.00283 -0.03 -0.01 0.00
H -1.92906 2.52789 0.00492 0.02 -0.09 0.00
Br -2.96134 0.01035 0.00359 -1.29 0.29 0.00
Cl 0.06789 -5.62560 0.00579 -0.08 -0.34 0.00
C 1.09097 -4.14977 0.02094 1.25 0.52 0.02
C 2.48673 -4.41174 0.04466 -0.48 1.17 0.00
C 3.66263 -3.60753 0.06631 -0.26 -1.19 0.01
C 3.93336 -2.22798 0.06952 -0.58 -0.28 -0.01
C 3.03758 -1.22640 0.04496 9.85 -8.51 0.21
Cl 2.00691 -0.33761 0.02277 4.53 -4.06 0.08
C 0.40947 -2.95680 0.01126 -1.53 0.11 -0.02
N -0.12062 -1.86692 0.00231 -1.08 -5.84 0.00
H 2.69556 -5.47588 0.04979 0.09 -0.01 0.00
H 4.56761 -4.20838 0.08596 -0.05 -0.11 0.00
H 4.98754 -1.95578 0.09516 0.11 -0.16 -0.01

---

(2)
36
Properties=species:S:1:pos:R:3:forces:R:3 method="wB97M-V/def2-TZVPD" orbital_gap_ha=0.289 charge=0
O -3.11230 -2.28301 0.06643 -0.17 -0.11 -0.02
C -2.44539 -1.26330 0.06949 0.50 -0.25 -0.04
N -1.09077 -1.31732 0.00391 0.20 0.57 -0.01
N -0.51840 -2.57108 -0.04360 -0.41 -0.05 0.04
C 0.75689 -2.92934 -0.12318 -0.27 -0.28 0.07
S 1.16430 -4.53217 -0.19534 0.08 -0.43 -0.03
N 1.83182 -2.03695 -0.14597 0.27 0.02 -0.02
C 2.00018 -0.68860 -0.03387 -0.25 0.16 0.03
O 1.09355 0.12949 0.04908 0.13 0.10 -0.04
C 3.41883 -0.25396 -0.04317 0.36 0.25 0.04
C 4.46199 -1.03823 0.44838 -0.21 0.13 -0.10
C 5.75813 -0.56053 0.43101 0.20 0.11 -0.04
C 6.01488 0.70161 -0.08403 0.12 0.00 0.03
C 4.98881 1.50142 -0.56403 0.15 -0.02 0.02
C 3.69487 1.02293 -0.53206 -0.15 -0.21 0.06
H 2.87887 1.63030 -0.89257 -0.06 0.05 -0.02
H 5.20211 2.48484 -0.95259 0.02 0.06 -0.03
Br 7.79966 1.34836 -0.11806 -0.24 -0.08 0.00
H 6.56621 -1.16182 0.81752 0.05 -0.03 0.03
H 4.27643 -2.00942 0.88374 -0.02 -0.11 0.03
H 2.68731 -2.57393 -0.25118 -0.27 0.10 -0.03
H -1.23229 -3.30296 -0.03349 0.32 0.15 -0.01
H -0.42505 -0.53025 0.00114 -0.19 -0.28 -0.01
C -3.03188 0.10314 0.12751 -0.31 0.41 0.06
C -4.40116 0.20088 -0.10035 -0.12 -0.01 -0.03
C -5.01591 1.44114 -0.05279 1.26 -0.07 0.22
C -4.29211 2.59373 0.22742 -0.25 -0.08 -0.05
C -2.93356 2.48953 0.46302 0.01 -0.05 -0.02
C -2.30179 1.25663 0.41458 -0.14 -0.17 -0.06
H -1.24272 1.21125 0.61436 0.14 -0.01 0.03
H -2.35994 3.37521 0.68786 0.03 0.07 0.02
H -4.80221 3.54429 0.25852 0.00 0.02 0.01
N -6.43865 1.54157 -0.29874 -0.41 0.03 -0.08
O -6.94407 2.63850 -0.19980 -0.19 0.28 0.02
O -7.03144 0.52806 -0.58911 -0.19 -0.26 -0.07
H -4.97522 -0.69000 -0.31004 0.01 0.00 0.00

---

(3)
39
Properties=species:S:1:pos:R:3:forces:R:3 method="wB97M-V/def2-TZVPD" orbital_gap_ha=0.265 charge=-2 e_above_lowest_kj_mol=5.2
Zn 1.24777 1.30165 0.48750 -0.01 -0.17 0.11
O -0.90332 0.75279 0.28311 -0.01 0.00 0.04
N -1.57777 0.90275 1.38976 0.00 -0.01 -0.01
C -2.87021 1.28228 1.29352 0.01 -0.01 -0.01
C -3.66958 1.42516 2.39681 0.00 0.01 0.00
C -3.11278 1.18642 3.65429 0.00 0.00 0.00
C -1.79074 0.82757 3.74278 0.01 0.00 0.00
C -0.97513 0.67871 2.60526 -0.02 -0.02 -0.03
S 0.67501 0.25427 2.65783 0.00 0.06 0.05
H -3.18572 1.44938 0.27502 -0.01 0.00 0.00
H -4.69909 1.72772 2.26954 0.00 0.00 0.00
H -3.70937 1.29388 4.55173 0.00 0.00 0.00
H -1.31887 0.65306 4.69924 0.00 0.00 0.00
O -1.58383 -1.29931 -4.34830 0.00 -0.01 -0.01
S -0.30026 -1.75242 -3.86350 0.01 -0.01 0.00
O 0.49340 -2.51459 -4.80136 0.01 -0.01 0.00
N 0.54499 -0.55968 -3.18785 0.04 -0.02 0.00
C 0.71044 -0.74743 -1.88328 -0.19 -0.01 0.23
O 1.33101 -0.00945 -1.09943 0.22 0.16 -0.34
C 0.07060 -2.01524 -1.36588 -0.01 0.03 0.00
C 0.04559 -2.48280 -0.06430 0.01 -0.01 -0.02
C -0.61085 -3.68404 0.17566 0.00 0.00 0.00
C -1.22137 -4.38926 -0.86110 0.00 0.00 0.00
C -1.19678 -3.90685 -2.16529 -0.01 0.00 0.01
C -0.54241 -2.71085 -2.38283 0.01 0.00 0.00
H 0.51328 -1.90911 0.72658 -0.02 0.00 0.01
H -0.65261 -4.07864 1.18393 0.00 0.00 0.00
H -1.72557 -5.32439 -0.64537 0.00 0.00 0.00
H -1.67291 -4.44374 -2.97579 0.00 0.00 0.00
S 0.29150 3.49132 0.18513 -0.02 0.01 -0.03
C 1.46837 4.64900 0.50255 0.00 0.00 0.00
N 2.23745 5.49513 0.69584 0.00 0.01 0.02
C 3.82146 2.35946 -1.16995 0.01 0.01 0.01
C 4.16599 1.67335 0.14629 0.01 -0.05 -0.02
O 5.34392 1.51273 0.46336 -0.04 0.00 -0.01
O 3.16703 1.30214 0.87457 0.02 0.04 -0.01
H 4.71590 2.46981 -1.78065 0.00 0.00 0.01
H 3.41080 3.34782 -0.95305 -0.01 0.00 0.00
H 3.06467 1.79141 -1.71234 0.00 -0.01 0.00

---

(4)
34
Properties=species:S:1:pos:R:3:forces:R:3 method="wB97M-V/def2-TZVPD" orbital_gap_ha="0.310 / 0.179" charge=+3 multiplicity=5
Pd 0.25922 -0.75918 -1.43801 -0.16 0.11 0.06
C -1.91557 -4.35716 0.18972 0.12 0.15 -0.14
C -2.34690 -3.89700 1.41317 -0.05 -0.11 0.03
C -2.06100 -2.58437 1.77526 0.11 0.13 -0.12
C -1.34038 -1.76675 0.89572 -0.19 -0.22 0.18
N -0.90501 -2.24150 -0.31313 0.15 -0.15 -0.18
C -1.18363 -3.48651 -0.65391 -0.11 -0.02 0.25
C -1.05159 -0.38360 1.19415 -0.04 0.27 0.22
C -1.46935 0.31152 2.37418 0.07 -0.06 -0.19
C -1.15556 1.65485 2.50861 -0.01 0.02 0.03
C -0.46107 2.31579 1.50903 0.02 -0.14 -0.13
C -0.05957 1.58685 0.34349 -0.17 -0.01 0.30
N -0.36103 0.28874 0.26739 0.11 -0.04 -0.01
C 0.63224 2.14897 -0.79609 0.11 0.37 -0.09
C 1.00067 3.49647 -0.85393 -0.08 -0.24 0.04
C 1.62365 3.98852 -1.99718 0.06 0.09 -0.08
C 1.85668 3.13121 -3.04863 -0.08 -0.26 0.03
C 1.46915 1.77612 -2.92854 0.03 0.29 0.11
N 0.88213 1.30320 -1.84308 0.14 -0.17 -0.16
H -2.11623 -5.36702 -0.14373 0.00 -0.01 0.00
H -2.90208 -4.53926 2.08340 -0.02 -0.01 0.02
H -2.40026 -2.20736 2.72908 -0.01 -0.01 0.01
H -0.82858 -3.83266 -1.61448 0.03 -0.03 -0.06
H -2.02699 -0.18495 3.15638 0.01 -0.05 -0.04
H -1.46480 2.19338 3.39549 0.00 0.00 0.01
H -0.23966 3.36816 1.62293 0.03 -0.02 -0.06
H 0.80389 4.16007 -0.02450 0.01 0.02 0.00
H 1.91388 5.02896 -2.05496 0.00 0.02 0.00
H 2.33114 3.46356 -3.96267 0.00 0.01 0.00
H 1.65042 1.08488 -3.73967 0.02 -0.05 -0.05
O 3.69972 -0.45894 0.00769 0.49 0.56 -0.01
N 2.94399 -1.45921 0.00318 -0.05 -0.77 0.83
O 2.91806 -2.13943 0.98377 -0.02 0.24 -0.39
O 2.30441 -1.63635 -1.04014 -0.52 0.07 -0.39

---

(5)
37
Properties=species:S:1:pos:R:3:forces:R:3 method="wB97M-V/def2-TZVPD" orbital_gap_ha=0.258 charge=+1
Ti 0.62180 1.02440 0.53560 1.71 -1.12 -0.73
N 4.07050 0.36480 2.58490 0.28 0.04 0.18
C 2.82590 0.23700 2.13330 -0.65 -0.48 -0.51
S 2.63510 -0.21880 0.42850 -0.06 -0.16 -0.02
N 1.80570 0.37790 2.93050 0.92 0.23 1.57
N 0.60250 0.35000 2.33490 -0.38 -0.35 0.59
C -0.48140 -0.00170 2.96390 0.21 -0.17 0.09
C -1.68030 -0.28260 2.23860 -0.22 -0.12 -0.73
C -2.89060 -0.54500 2.90690 0.14 0.07 -0.20
C -4.02410 -0.88850 2.20590 0.03 0.06 0.06
C -3.97580 -1.01420 0.81780 0.23 0.03 0.15
C -2.78730 -0.83250 0.13600 0.41 0.14 -0.09
C -1.62740 -0.44590 0.81510 -1.68 -0.48 1.03
O -0.48450 -0.22690 0.18120 -2.06 -2.22 -0.83
H 4.83790 0.09800 1.98970 -0.05 0.10 0.19
H 4.23230 0.57660 3.55920 -0.01 -0.07 -0.12
H -0.44810 -0.17260 4.04080 0.17 0.08 -0.13
H -2.93110 -0.45600 3.98230 0.05 0.04 0.10
H -4.94930 -1.05280 2.73540 -0.07 -0.02 0.02
H -4.87400 -1.25540 0.26760 0.00 -0.06 -0.03
H -2.74630 -0.94990 -0.93690 0.04 -0.01 -0.06
O 2.99490 4.51870 0.46220 0.03 0.08 -0.17
S 2.05890 3.55190 0.04570 -0.46 0.40 -0.72
O 1.75250 2.45870 1.05160 1.25 1.88 1.13
N 0.57500 3.98180 -0.36510 0.67 0.77 0.32
C 0.10640 2.82650 -0.80830 0.38 0.83 -1.10
O -0.86450 2.21360 -0.31960 -0.58 0.02 -0.04
C 1.10190 2.05220 -1.65960 -0.02 -0.18 -0.28
C 0.89220 0.98440 -2.52840 -0.09 0.19 -0.02
C 2.00500 0.45460 -3.18170 -0.09 -0.03 -0.01
C 3.27640 0.96570 -2.96970 -0.27 0.06 0.14
C 3.49910 1.97750 -2.03230 -0.04 0.37 0.33
C 2.40120 2.48860 -1.38210 -0.07 0.21 -0.11
H -0.11190 0.63270 -2.74340 0.11 -0.02 0.08
H 1.87030 -0.35870 -3.87760 -0.02 -0.03 -0.09
H 4.10800 0.55830 -3.52090 0.13 -0.05 -0.03
H 4.49680 2.33320 -1.82540 0.07 0.01 0.06

---

(6)
41
Properties=species:S:1:pos:R:3:forces:R:3 method="wB97M-V/def2-TZVPD" orbital_gap_ha=0.269 charge=+1 e_above_lowest_kj_mol=9.3
Ti -0.18237 -0.32656 -0.47964 -0.21 0.26 0.48
C -1.89748 3.50417 0.96053 -0.01 -0.01 0.01
C -1.22934 2.38029 0.25474 0.09 -0.02 -0.07
N -1.56918 1.14265 0.33273 -0.11 0.01 -0.03
N -2.66051 0.79220 1.06917 0.01 -0.08 -0.03
C -2.99040 -0.45230 0.85677 -0.03 0.09 -0.10
N -4.06986 -0.95560 1.45383 0.03 0.01 0.03
S -2.12778 -1.55554 -0.23442 0.07 -0.04 0.18
C -0.10117 2.62120 -0.67421 -0.08 0.02 -0.08
C 0.43312 3.86973 -0.91854 0.00 0.01 0.02
C 1.44887 4.00116 -1.85852 0.00 -0.01 0.00
C 1.90585 2.88335 -2.53397 -0.01 0.00 0.00
C 1.33914 1.65854 -2.23432 0.02 0.02 0.00
N 0.35811 1.53180 -1.33399 0.15 -0.11 -0.03
H -2.73841 3.13644 1.53782 0.00 0.00 0.00
H -2.24697 4.25050 0.24491 0.00 0.00 0.00
H -1.18746 3.99157 1.63247 -0.01 0.01 0.00
H -4.61130 -0.36962 2.06851 0.00 0.00 0.00
H -4.33533 -1.91542 1.32512 0.00 0.00 0.00
H 0.06108 4.73064 -0.38309 0.00 0.00 0.00
H 1.87603 4.97446 -2.05889 0.00 0.00 0.00
H 2.68986 2.94600 -3.27382 0.00 0.00 0.00
H 1.67197 0.75032 -2.72157 -0.01 0.00 0.01
O 3.05444 0.08449 1.38900 -0.08 0.02 0.12
C 2.20284 -0.63932 0.98675 0.04 -0.33 -0.14
O 0.87741 -0.27278 0.97286 -0.09 0.02 -0.23
C 2.42986 -2.02292 0.44958 -0.07 0.08 -0.10
C 3.41265 -2.81537 1.01278 0.03 -0.06 -0.01
C 3.59394 -4.09385 0.51887 0.01 0.02 -0.01
C 2.84049 -4.60119 -0.51872 -0.01 0.01 0.00
C 1.86358 -3.79685 -1.07640 0.04 0.01 -0.09
C 1.66210 -2.49948 -0.62228 0.05 0.18 0.10
O 0.78390 -1.65037 -1.21075 0.19 -0.08 -0.12
N 1.03904 -4.35581 -2.16295 -0.12 -0.21 0.13
O -0.10076 -3.94677 -2.25927 0.10 0.07 -0.03
O 1.54268 -5.22134 -2.84106 0.02 0.13 -0.02
N 4.63545 -4.95162 1.12599 -0.03 -0.03 0.06
O 5.26904 -4.47621 2.04160 0.01 0.02 -0.02
O 4.76768 -6.06338 0.66812 0.00 0.01 -0.03
H 4.02656 -2.44943 1.82397 0.00 0.00 0.00
H 3.00753 -5.60209 -0.89024 0.00 0.00 0.00

---

(7)
31
Properties=species:S:1:pos:R:3:forces:R:3 method="wB97M-V/def2-TZVPD" orbital_gap_ha=0.282 charge=0 e_above_lowest_kj_mol=199.6
O -1.55971 -1.02692 5.93344 -1.61 0.26 -1.76
O 2.21396 -2.79283 -1.65306 -0.72 -1.19 0.63
O -0.33159 -3.33606 0.10337 0.66 2.00 -0.87
O -2.79343 -0.79511 2.52536 1.04 -1.98 -0.20
C -2.34060 -1.15817 4.96748 3.21 0.14 2.04
C 1.29441 -2.10143 -1.31716 1.58 2.68 -0.62
C 0.02690 -2.30884 -0.46615 -1.71 -1.98 0.67
C -1.02935 0.37781 3.42122 -0.59 -2.03 -0.23
C -1.06392 0.39734 2.00835 -0.22 -0.64 -2.04
C -1.99222 -0.59116 3.68981 -0.95 2.90 -1.18
C -2.04693 -0.38176 1.40763 2.19 2.40 7.10
C -0.38719 1.21018 -1.56631 4.42 -0.52 -0.92
C 0.66150 2.06665 -2.20667 -1.87 -1.24 1.41
C 2.29649 0.21576 -2.12515 -2.34 -1.07 -0.92
C 1.25851 -0.63492 -1.67814 0.42 -0.17 0.55
C 0.00848 -0.16687 -1.30643 -0.92 3.63 -0.40
C 1.93885 1.49442 -2.53131 -0.41 1.18 0.46
N -0.71198 -1.11032 -0.55889 -0.02 -0.73 0.44
C 3.00208 2.34132 -3.17332 1.68 -3.76 -0.81
C -2.00449 -0.98707 0.12815 -2.31 -1.02 -3.52
H -3.08681 -1.88626 5.06270 -1.82 -0.89 -0.15
H -0.25973 0.81402 4.08732 -0.86 -0.52 -0.55
H -0.24918 0.58890 1.38948 1.41 1.31 -0.71
H -1.23311 1.68166 -1.13657 -0.87 0.10 0.14
H 0.40768 3.20995 -2.27707 0.75 -2.46 -0.24
H 3.27202 -0.18234 -2.35981 0.10 -0.06 0.15
H 4.04157 1.98916 -2.89810 -1.16 0.42 -0.07
H 3.01284 2.35956 -4.26012 -0.40 -0.32 -0.21
H 2.87024 3.28030 -2.88584 -0.24 4.27 1.31
H -2.88244 -0.55093 -0.47061 1.70 -0.21 -0.17
H -2.33284 -2.01605 0.14642 -0.16 -0.49 0.69

---

(8)
41
Properties=species:S:1:pos:R:3:forces:R:3 method="wB97M-V/def2-TZVPD" orbital_gap_ha="0.309 / 0.326" charge=-1 multiplicity=3 e_above_lowest_kj_mol=0.0
V 0.49426 -0.35232 -1.01840 -0.02 -0.35 0.16
O -2.56546 -1.05030 -3.05542 0.02 -0.05 -0.10
As -1.71246 -2.38580 -2.29268 -0.07 -0.01 -0.03
O -1.79738 -3.75622 -3.15259 -0.05 -0.03 0.01
O -0.14096 -1.81731 -2.00037 -0.01 -0.04 -0.10
C -2.70944 -2.60317 -0.64155 0.04 0.00 -0.03
C -3.53974 -3.71755 -0.66369 0.00 -0.02 0.00
C -4.34377 -4.02714 0.42530 0.01 0.03 0.02
C -4.31820 -3.22493 1.55321 0.00 -0.02 -0.03
C -3.48495 -2.11631 1.59416 0.00 0.01 0.04
C -2.68262 -1.80918 0.50622 0.02 0.03 0.00
S -1.62254 -0.39162 0.68103 -0.07 0.00 0.10
O -1.58628 0.29314 -0.62226 -0.11 0.00 -0.06
O -2.10740 0.36646 1.79305 0.00 -0.03 -0.01
O -0.23205 -0.92003 0.84845 0.01 0.13 -0.06
H -1.94520 -0.52210 -3.57446 -0.01 0.03 0.09
H -3.53196 -4.33929 -1.55055 -0.01 0.00 0.00
H -4.98754 -4.89648 0.38833 0.00 0.00 0.00
H -4.94318 -3.45772 2.40561 0.00 0.00 0.00
H -3.44956 -1.47611 2.46440 0.00 0.00 0.00
C 0.68028 3.51235 -1.98842 0.03 -0.02 0.07
C 1.41485 2.20512 -2.19729 0.01 0.07 -0.26
O 2.59299 2.14965 -2.45784 -0.01 0.00 0.08
O 0.61590 1.15212 -2.11536 -0.03 0.22 0.03
H 1.36275 4.35168 -2.09147 0.00 -0.01 0.00
H 0.22756 3.51648 -0.99543 -0.01 0.01 0.00
H -0.13432 3.59133 -2.70858 0.01 -0.01 -0.01
I 3.06735 4.77688 3.70776 0.00 0.00 0.00
C 3.11721 3.06419 2.50825 0.01 0.01 0.01
C 1.99167 2.70286 1.78948 -0.02 0.00 0.00
C 2.03843 1.56705 0.99356 0.02 -0.01 -0.03
C 3.18261 0.78573 0.91195 0.04 0.08 -0.06
C 4.29760 1.17273 1.64943 -0.03 0.00 -0.03
C 4.27686 2.30695 2.44306 0.01 0.00 0.02
C 3.30682 -0.47958 0.07535 -0.04 -0.19 0.27
O 4.32327 -1.13814 0.16785 0.03 0.07 -0.10
O 2.29108 -0.81521 -0.65696 0.12 0.11 -0.03
H 1.08538 3.29000 1.84560 0.00 0.00 0.00
H 1.13018 1.33590 0.44593 0.07 -0.01 0.07
H 5.18441 0.55826 1.57962 0.00 0.00 0.00
H 5.15356 2.59763 3.00568 0.00 0.00 0.00